Record 1
# C8H18N3O3

The ion C8H18N3O3 with charge +1 in a non-equilibrium geometry (ωB97M-V with the def2-TZVPD basis set, the OMol25 dataset).

Last column: natural (NBO) charge in e.
CARTESIAN COORDINATES (ANGSTROEM)
C: 0.163824 -2.285971 0.457003  0.533
C: 1.134376 0.270071 -3.148404  0.682
C: 2.365191 0.222293 -3.914957  -0.721
C: 0.156952 1.306949 -0.090186  -0.423
C: -0.110228 0.968564 4.110867  -0.257
C: -1.833563 0.192921 0.860969  -0.247
C: -1.838122 0.331247 2.431936  -0.097
C: -0.358661 -1.089057 -1.766417  -0.075
N: 0.866155 -0.838685 -2.419441  -0.632
N: -0.053073 -1.077814 -0.257023  -0.317
N: -0.379748 0.066532 0.483232  -0.244
O: 0.315100 -3.354689 -0.025611  -0.519
O: 0.403679 1.202001 -3.156006  -0.615
O: -0.512587 0.798440 2.742402  -0.577
H: 0.566461 -2.042353 1.534344  0.118
H: 2.782651 1.283643 -3.827468  0.259
H: 2.087938 0.100821 -5.010724  0.267
H: 3.080023 -0.475842 -3.570709  0.226
H: -0.264918 1.436676 -1.088469  0.256
H: -0.060841 2.103882 0.655555  0.237
H: 1.151973 1.113732 -0.231926  0.225
H: 0.934663 0.958342 4.084546  0.209
H: -0.313333 0.043812 4.789661  0.212
H: -0.565784 2.033088 4.379197  0.220
H: -2.258180 0.979820 0.430248  0.220
H: -2.401660 -0.680310 0.568076  0.243
H: -2.610267 1.079855 2.748801  0.220
H: -2.108474 -0.636189 3.066215  0.212
H: -1.106208 -0.329235 -1.959161  0.237
H: -0.561059 -2.174506 -1.844226  0.253
H: 1.399191 -1.674242 -2.586720  0.411
H: -0.071471 0.166205 1.554396  0.485

Cartesian forces (eV/Å) of the 6 atoms listed first:
2.2 2.5 1.6
0.6 -1.5 0.0
0.7 2.7 -2.2
-2.3 0.6 0.0
-2.3 0.6 1.0
1.2 -3.3 2.7

Frontier orbital gap: 10.788 eV
SMILES string: COCC[N@H+](C)N(C=O)CNC(C)=O
Calculated total energy: -19191.2370 eV
Relative energy (zero: lowest compared OMol25 entry of this formula, charge and spin): 49.73 kcal/mol
LUMO: -2.5 eV
Total charge: +1
Multiplicity: 1

Record 2
# C18H36CuO26S6

A structure of composition C18H36CuO26S6 in a non-equilibrium geometry (ωB97M-V with the def2-TZVPD basis set, the OMol25 dataset).

Last column: Mulliken spin population.
CARTESIAN COORDINATES (ANGSTROEM)
Cu: -10.246753 9.249717 7.798767  0.455
S: -10.746046 10.206403 5.285081  -0.047
O: -9.647419 10.149307 4.344551  -0.001
O: -10.373585 10.903646 6.581534  0.300
O: -11.978523 10.781961 4.749660  0.032
O: -10.892195 8.837738 5.837405  0.240
C: -11.725609 11.224180 11.231419  0.000
C: -10.411105 10.669110 11.818109  0.000
C: -9.568591 10.306326 10.583232  0.002
O: -10.409926 10.580264 9.447348  0.018
C: -11.369492 11.594154 9.809142  0.002
H: -12.192176 12.036688 11.787961  0.000
H: -12.479290 10.435348 11.251790  0.000
H: -10.726083 9.767788 12.342059  0.000
H: -10.037933 11.388730 12.542323  0.000
H: -9.372869 9.234345 10.637202  0.000
H: -8.615675 10.834846 10.574554  0.000
H: -12.220546 11.559343 9.129532  0.001
H: -10.961818 12.594211 9.652194  -0.002
C: -14.176478 8.407011 9.551619  0.000
C: -14.750498 9.358709 8.449834  0.000
C: -13.593789 9.579772 7.487866  0.001
O: -12.439720 9.012568 8.102304  0.002
C: -12.851094 7.939806 8.940753  -0.001
H: -14.927410 7.627523 9.658650  0.000
H: -14.075219 8.957398 10.482357  0.000
H: -14.968623 10.351544 8.852152  0.000
H: -15.693843 8.976025 8.073186  0.000
H: -13.436780 10.590175 7.102927  0.000
H: -13.766243 9.122961 6.501448  -0.001
H: -12.137350 7.777080 9.753645  0.001
H: -12.930421 6.985463 8.416492  0.000
C: -7.414093 7.329949 4.519709  0.000
C: -8.161498 7.723075 3.242660  -0.001
O: -7.628188 6.750984 2.317451  0.000
S: -6.107207 6.326809 2.663662  0.000
O: -5.221686 6.978101 1.732780  0.000
O: -6.036948 4.922210 2.822461  0.000
O: -6.069984 7.080629 4.117231  0.000
H: -7.836787 6.471993 5.039447  0.000
H: -7.351937 8.230312 5.134562  0.000
H: -7.847807 8.706176 2.898755  0.000
H: -9.219876 7.499616 3.292861  0.002
C: -15.306839 11.253067 3.100763  0.000
C: -15.216087 11.564269 4.598725  0.000
O: -15.962430 10.495712 5.188079  0.000
S: -17.033317 9.789692 4.177176  0.000
O: -18.356696 10.205867 4.510732  0.000
O: -16.690208 8.395246 4.114831  0.000
O: -16.536037 10.590689 2.874248  0.000
H: -14.491054 10.626207 2.725955  0.001
H: -15.300047 12.112272 2.430938  0.000
H: -15.811303 12.447126 4.853843  0.000
H: -14.216295 11.600148 5.021030  0.000
C: -6.809243 11.085441 5.743870  0.004
C: -7.202538 11.725995 4.389579  -0.001
O: -6.334640 12.836261 4.250978  0.000
S: -6.144049 13.545570 5.680407  0.000
O: -7.318458 14.330571 5.966804  0.000
O: -4.835065 14.107771 5.831641  0.000
O: -6.232169 12.140112 6.524525  0.000
H: -6.073744 10.295081 5.598452  0.000
H: -7.668331 10.712427 6.300613  -0.008
H: -8.235663 12.057272 4.367224  0.002
H: -6.982980 11.026214 3.588399  0.000
C: -10.796484 13.975292 3.920176  0.004
C: -10.062867 13.304913 2.721512  0.000
O: -10.742053 13.752127 1.538531  0.000
S: -12.152927 14.417058 1.941610  0.000
O: -13.132504 13.434588 2.311621  0.000
O: -12.521008 15.449375 1.041485  0.000
O: -11.524308 15.022749 3.317190  0.000
H: -10.069202 14.403115 4.607053  -0.001
H: -11.407585 13.248199 4.457416  -0.004
H: -10.013513 12.218504 2.668077  -0.001
H: -9.049979 13.704421 2.638724  0.000
C: -11.970175 9.900453 1.711342  0.000
C: -12.162663 8.668388 2.642939  0.000
O: -12.605439 7.618187 1.775760  0.000
S: -13.405304 8.169749 0.494291  0.000
O: -14.814963 8.261828 0.772519  0.000
O: -12.998375 7.411537 -0.661421  0.000
O: -12.719556 9.615073 0.544807  0.000
H: -10.881520 9.995325 1.647601  0.000
H: -12.464801 10.806415 2.055122  0.000
H: -12.987186 8.987384 3.284259  0.001
H: -11.289089 8.297117 3.157253  0.000

Cartesian forces (eV/Å) of the 6 atoms listed first:
-2.0 1.9 -1.7
-0.4 1.0 -1.1
0.1 0.6 -0.3
0.6 0.2 0.9
1.0 -0.6 0.5
-0.2 -2.2 1.5

Frontier orbital gap (spin up / spin down): 8.534 / 6.646 eV
Calculated total energy: -182128.5165 eV
Relative energy (zero: lowest compared OMol25 entry of this formula, charge and spin): 12.71 kcal/mol
LUMO (spin up / spin down): -2.3 / -4.2 eV
Multiplicity: 2

Record 3
# C25H27BMnN10O

A structure of composition C25H27BMnN10O (ωB97M-V with the def2-TZVPD basis set, the OMol25 dataset).

Last column: Mulliken spin population.
CARTESIAN COORDINATES (ANGSTROEM)
Mn: -0.279445 0.832103 0.405625  3.933
C: 2.524132 3.014106 -0.544930  0.019
C: 2.546903 1.525056 -0.527260  -0.003
C: 3.379826 0.633154 -1.195703  -0.003
C: 2.955032 -0.627868 -0.812006  0.022
N: 1.941069 -0.503558 0.051843  -0.023
N: 1.692684 0.828773 0.238805  0.028
B: 1.066658 -1.648874 0.714626  -0.043
N: 0.671939 -1.094789 2.099599  -0.016
C: 0.815001 -1.646920 3.307456  0.034
C: 0.307146 -0.770218 4.246597  -0.004
C: -0.136857 0.341581 3.534228  -0.028
C: -0.729402 1.588214 4.090589  0.020
N: 0.079631 0.119107 2.225727  -0.087
N: -0.264044 -1.811211 -0.068852  -0.019
C: -0.666593 -2.696495 -0.985179  0.022
C: -1.933863 -2.345822 -1.417873  0.003
C: -2.263520 -1.193211 -0.717375  -0.002
C: -3.525152 -0.400752 -0.745188  0.020
N: -1.251623 -0.878261 0.112965  0.040
N: 1.869455 -2.895568 0.808406  -0.001
C: 3.134702 -3.028229 1.308919  0.000
C: 3.388835 -4.361713 1.431299  0.000
C: 2.203973 -5.008272 0.992148  0.000
C: 1.933640 -6.472102 0.904848  0.000
N: 1.295725 -4.117208 0.642308  0.000
H: 2.871910 3.393948 -1.503140  0.001
H: 3.179787 3.414354 0.229424  0.002
H: 1.517818 3.393530 -0.356359  -0.006
H: 4.197805 0.870747 -1.853618  0.001
H: 3.327821 -1.601475 -1.085789  0.000
H: 1.268680 -2.619262 3.411473  0.001
H: 0.277381 -0.899339 5.314339  0.000
H: -0.549751 1.625352 5.162133  0.000
H: -1.810734 1.611610 3.943558  0.000
H: -0.271945 2.474753 3.650549  -0.003
H: -0.048840 -3.545000 -1.223776  0.001
H: -2.547926 -2.883605 -2.119425  0.001
H: -3.955571 -0.397013 -1.745098  0.000
H: -3.359965 0.626602 -0.419162  -0.007
H: -4.260897 -0.843691 -0.072500  0.002
H: 3.744069 -2.169152 1.541189  0.000
H: 4.296785 -4.823424 1.780080  0.000
H: 2.788065 -7.042793 1.260671  0.000
H: 1.727918 -6.767535 -0.123778  0.000
H: 1.064479 -6.740455 1.504523  0.000
O: -0.219530 0.955567 -1.599670  0.240
C: -0.790749 1.648284 -2.486239  0.044
C: -0.532266 1.298790 -3.858756  0.155
C: -1.101653 1.996760 -4.876884  -0.031
C: -1.955769 3.075453 -4.577633  0.248
C: -2.227733 3.440123 -3.255067  -0.021
C: -1.672014 2.763259 -2.190802  0.176
C: -1.952672 3.145911 -0.814407  0.025
N: -1.517548 2.559700 0.306919  0.102
C: -2.073072 3.255569 1.355479  0.068
C: -2.830656 4.275517 0.873784  0.037
N: -2.747050 4.185450 -0.484206  0.034
H: 0.130991 0.459843 -4.021973  0.000
H: -0.906887 1.732736 -5.906961  0.005
H: -2.414087 3.636781 -5.380648  -0.002
H: -2.895797 4.276393 -3.100774  0.007
H: -1.891954 2.988057 2.377222  0.009
H: -3.409164 5.034615 1.369939  0.003
H: -3.205105 4.811992 -1.126231  -0.002

Cartesian forces (eV/Å) of the 6 atoms listed first:
0.0 0.2 0.2
0.0 0.0 0.0
0.0 0.0 0.0
0.0 0.0 0.0
0.0 0.0 0.0
0.3 -0.2 -0.2

Frontier orbital gap (spin up / spin down): 5.974 / 4.630 eV
Calculated total energy: -75297.9004 eV
Relative energy (zero: lowest compared OMol25 entry of this formula, charge and spin): 3.68 kcal/mol
LUMO (spin up / spin down): -7.7 / -9.1 eV
Total charge: +2
Multiplicity: 6

Record 4
# C31H38NO2V

A structure of composition C31H38NO2V in a non-equilibrium geometry (ωB97M-V with the def2-TZVPD basis set, the OMol25 dataset).

Last column: Mulliken spin population.
CARTESIAN COORDINATES (ANGSTROEM)
O: 1.200565 3.547754 -2.766215  0.000
C: -0.040971 3.958705 -3.430026  0.000
C: 0.510720 5.201196 -4.090716  0.000
H: -0.817615 4.117245 -2.677263  0.000
H: -0.388356 3.231081 -4.176067  0.000
C: 1.810923 4.727360 -3.387988  0.000
H: 0.065626 6.131337 -3.726847  0.000
H: 0.534750 5.104620 -5.183014  0.000
C: 2.338163 5.695222 -2.338421  0.000
H: 1.511502 6.070185 -1.713479  0.000
H: 2.822748 6.543629 -2.848236  0.000
H: 3.077470 5.166363 -1.719465  0.000
C: 2.868075 4.298233 -4.392768  0.000
H: 2.422706 3.672693 -5.180472  0.000
H: 3.635575 3.724357 -3.865649  0.000
H: 3.336256 5.178083 -4.851676  0.000
V: 0.846012 -1.491254 0.723269  0.919
C: 1.513199 -3.505090 -0.169599  0.030
C: 0.086286 -3.645982 -0.288068  -0.033
C: -0.400984 -2.593478 -1.111750  -0.082
H: -0.487585 -4.474180 0.124514  -0.001
C: 0.721354 -1.827663 -1.570430  0.084
C: 1.916211 -2.434486 -1.019197  -0.053
H: 2.936507 -2.198704 -1.318945  -0.001
H: 2.167999 -4.132767 0.420736  0.001
H: -1.437035 -2.439344 -1.416423  -0.002
H: 0.686542 -1.024183 -2.304821  0.005
C: 2.196331 -1.490899 2.576867  -0.008
C: 2.915474 -1.252831 1.365423  -0.036
C: 2.455060 -0.001567 0.816558  -0.062
H: 3.727196 -1.870784 0.981098  -0.001
C: 1.438866 0.522351 1.690404  0.050
C: 1.271560 -0.412067 2.762362  -0.049
H: 0.573510 -0.312988 3.598434  -0.002
H: 2.446637 -2.252822 3.317322  0.001
H: 2.878299 0.512879 -0.045686  -0.002
H: 1.008951 1.522163 1.651523  0.010
O: -0.913722 3.030617 -0.486268  0.001
C: -0.062525 1.913895 -0.877592  0.064
C: -0.516346 1.376056 -2.223631  0.007
H: -0.191834 1.090674 -0.122689  -0.038
H: 0.995534 2.202678 -0.844652  0.008
C: -1.951034 1.913174 -2.393590  -0.002
H: -0.579553 0.296126 -2.165792  0.003
H: 0.157946 1.689066 -3.018000  0.000
C: -2.182703 2.853150 -1.192889  0.001
H: -2.637791 1.066603 -2.343675  0.000
H: -2.121440 2.408579 -3.354005  0.000
H: -2.914761 2.328350 -0.551300  0.000
H: -2.596285 3.827791 -1.498381  0.000
C: -4.622911 -1.451456 1.405277  0.044
C: -3.625736 -0.534995 1.044852  -0.024
C: -2.274838 -0.861473 1.147612  0.040
C: -1.907980 -2.095847 1.735853  -0.013
C: -2.911637 -3.043492 2.059701  0.038
C: -4.256929 -2.714641 1.891212  -0.020
N: -0.554986 -2.339347 1.993048  0.093
C: -0.266043 -3.188752 3.080893  -0.016
C: -0.930695 -2.990318 4.311998  0.022
C: -0.716827 -3.858579 5.377631  -0.012
C: 0.204115 -4.913219 5.272338  0.023
C: 0.859752 -5.121242 4.055461  -0.011
C: 0.654165 -4.255910 2.986281  0.038
H: -5.682944 -1.200594 1.313073  0.002
H: -3.899863 0.455216 0.673674  0.000
H: -1.506305 -0.137003 0.842334  -0.002
H: -2.596902 -4.012196 2.468181  0.000
H: -5.009039 -3.456084 2.160117  -0.001
H: -1.615575 -2.142156 4.411231  0.000
H: -1.282811 -3.722090 6.301052  0.000
H: 0.368209 -5.596936 6.114004  0.001
H: 1.535081 -5.965729 3.928551  0.000
H: 1.206686 -4.414284 2.062803  -0.014

Cartesian forces (eV/Å) of the 6 atoms listed first:
-0.6 1.4 -1.3
-0.9 -0.6 0.2
0.4 -0.6 0.5
0.2 0.1 -0.3
0.2 0.0 0.3
0.9 0.9 -0.5

Frontier orbital gap (spin up / spin down): 5.932 / 5.531 eV
Calculated total energy: -64027.0433 eV
Relative energy (zero: lowest compared OMol25 entry of this formula, charge and spin): 19.50 kcal/mol
LUMO (spin up / spin down): -4.4 / -4.7 eV
Total charge: +1
Multiplicity: 2

Record 5
# C21H23N3O10

A cluster of 2 separate species, C21H23N3O10 in total in a non-equilibrium geometry (ωB97M-V with the def2-TZVPD basis set, the OMol25 dataset).

Last column: natural (NBO) charge in e.
CARTESIAN COORDINATES (ANGSTROEM)
O: 2.142007 0.113490 1.656116  -0.595
O: 2.082710 -1.120435 -5.311483  -0.597
O: 0.387621 -2.098584 3.467254  -0.642
O: -1.827429 -4.482130 0.903045  -0.638
O: 1.502792 6.663982 2.061396  -0.370
O: -0.615586 6.651837 1.531473  -0.373
O: 1.063354 -1.722470 0.909421  -0.713
O: 0.792230 -2.434802 -4.007508  -0.670
O: 3.600133 2.709877 -2.516438  -0.497
O: -2.185399 -1.790997 -0.408533  -0.720
C: 1.726811 -0.561267 0.729023  0.774
C: 1.617273 -1.383758 -4.214221  0.771
C: -0.796582 -2.386416 3.366811  0.704
C: -2.788045 -3.982597 1.483067  0.647
C: 0.351911 5.403138 -2.306087  -0.210
C: 2.619587 1.127486 -0.891081  -0.165
C: 2.619389 0.705155 -3.257870  -0.172
C: 1.644872 -0.911216 -1.752406  -0.140
C: 0.030393 5.966317 -1.069223  -0.172
C: 1.536034 4.681768 -2.459351  -0.159
C: 2.081558 5.089502 -0.139096  -0.122
C: 2.946982 1.542843 -2.191475  0.264
C: 1.987804 -0.106665 -0.650926  -0.173
C: 1.959433 -0.521836 -3.066431  -0.169
C: 0.891054 5.826618 0.037871  0.013
C: 2.409439 4.511958 -1.375196  -0.080
N: -3.889466 -4.679555 1.788977  -0.602
N: -1.471207 -2.026833 2.278802  -0.610
N: 0.574394 6.417725 1.281894  0.504
C: -1.490296 -3.155222 4.472689  -0.714
C: 3.713872 3.766475 -1.545963  -0.083
C: -4.066348 -6.100128 1.490902  -0.417
C: -3.190147 -1.695593 0.585380  -0.055
C: -2.789236 -2.489024 1.835065  -0.154
H: 1.046356 -1.854188 1.887297  0.524
H: 0.699518 -2.848490 -4.878479  0.502
H: -1.873663 -2.706856 -0.455264  0.492
H: -0.321630 5.526675 -3.149158  0.226
H: 2.868401 1.746365 -0.036333  0.232
H: 2.887443 1.027116 -4.260496  0.246
H: 1.143679 -1.862527 -1.581715  0.244
H: -0.896131 6.527103 -0.975440  0.243
H: 1.778072 4.252429 -3.428045  0.231
H: 2.763394 4.963681 0.698519  0.234
H: -4.643801 -4.200783 2.255253  0.396
H: -0.932321 -1.530464 1.579786  0.436
H: -1.748796 -4.149867 4.116328  0.232
H: -0.805218 -3.243539 5.315613  0.253
H: -2.380830 -2.616612 4.789633  0.222
H: 4.082510 3.391230 -0.587166  0.193
H: 4.465049 4.476037 -1.906645  0.216
H: -5.122076 -6.370350 1.546809  0.210
H: -3.501553 -6.700728 2.206485  0.206
H: -3.696786 -6.319497 0.486206  0.225
H: -4.130229 -2.085953 0.192351  0.172
H: -3.329658 -0.646623 0.850557  0.196
H: -3.523646 -2.302801 2.618005  0.204

Cartesian forces (eV/Å) of the 6 atoms listed first:
-0.5 -0.7 -0.4
-0.7 -0.7 0.6
0.6 0.1 0.2
-0.4 0.2 0.2
-1.0 -0.3 -0.9
1.4 -0.2 -0.4

Frontier orbital gap: 8.330 eV
SMILES string: O=C(O)c1cc(OCc2cccc([N+](=O)[O-])c2)cc(C(=O)O)c1.CNC(=O)[C@H](CO)NC(C)=O
Calculated total energy: -47094.4073 eV
LUMO: -0.7 eV
Multiplicity: 1